## 1
Density functional theory data (ωB97M-V/def2-TZVPD) for the ion C3H5O3S2 with charge -1.

Geometry (Å):
C (-1.400, 0.790, 0.023)
C (1.490, -0.090, 0.563)
C (0.806, 0.326, -0.721)
O (-1.235, -1.741, 1.172)
O (-1.806, -1.299, -1.160)
O (-0.130, 1.273, -0.479)
S (-2.503, 1.928, 0.093)
S (-2.160, -1.026, 0.265)
H (1.705, 0.827, 1.117)
H (0.971, -0.799, 1.345)
H (2.471, -0.517, 0.395)
H (0.300, -0.533, -1.335)
H (1.490, 0.861, -1.278)

Properties
Kohn-Sham gap	7.6	eV
LUMO	0.129	Ha
total charge	-1
HOMO level	-4.03	eV

These are the natural (NBO) partial charges, in e, on atoms 1 to 2:
1. C -0.1014
2. C -0.6515

## 2
Density functional theory data (ωB97M-V/def2-TZVPD) for the ion C3H5O3S2 with charge -1.

Geometry (Å):
C (-1.497, 1.272, -0.053)
C (-0.425, 1.057, 0.689)
C (0.093, -0.314, 0.695)
O (1.526, 0.048, -1.470)
O (0.849, -2.261, -0.766)
O (-0.759, -0.741, -1.856)
S (1.708, -0.470, 1.625)
S (0.451, -0.849, -1.017)
H (-1.864, 2.344, -0.305)
H (-1.976, 0.417, -0.411)
H (0.213, 1.856, 1.054)
H (-0.535, -1.086, 1.111)
H (2.218, -1.274, 0.706)

Properties
Kohn-Sham gap	8.5	eV
LUMO	0.123	Ha
total charge	-1
HOMO level	-5.10	eV

These are the natural (NBO) partial charges, in e, on atoms 1 to 2:
1. C -0.3577
2. C -0.2413

## 3
Density functional theory data (ωB97M-V/def2-TZVPD) for a cluster of 2 separate species, C3H5O3S2 in total.

Geometry (Å):
C (1.271, -1.711, -0.944)
C (0.684, -0.528, -0.961)
C (-0.012, -0.108, 0.140)
O (-0.886, 2.053, 1.637)
O (1.315, 1.266, 1.147)
O (0.110, 2.498, -0.551)
S (-3.039, -0.676, 1.211)
S (-0.022, 1.670, 0.587)
H (1.772, -1.965, -1.853)
H (1.247, -2.431, -0.168)
H (0.711, 0.000, -1.940)
H (-0.027, -0.662, 0.998)
H (-3.125, 0.593, 0.698)

Properties
Kohn-Sham gap (spin up / spin down)	5.1 / 5.1	eV
LUMO (spin up / spin down)	0.053 / 0.053	Ha
total charge	-1
HOMO level (spin up / spin down)	-3.70 / -3.70	eV

These are the natural (NBO) partial charges, in e, on atoms 1 to 2:
1. C -0.2329
2. C -0.3130

Computed relative energies in units of kJ/mol: 1 136.9; 2 0.0; 3 307.2